The molecule C7H13N3O4 in a non-equilibrium geometry. Source: OMol25; level of theory: ωB97M-V/def2-TZVPD.

Cartesian coordinates (Å):
C (-3.56789, -1.42149, -0.82127)
C (-2.55209, -0.70212, 0.01503)
N (-2.85119, 0.76868, -0.12087)
C (-1.14561, -1.24796, -0.47545)
O (-1.11473, -2.41976, -0.55675)
N (-0.14900, -0.26634, -0.60594)
C (1.27655, -0.56090, -0.40809)
C (2.10839, 0.65068, -0.76174)
C (1.45072, 1.90528, -0.28922)
N (2.12374, 2.98290, -0.61774)
O (0.40027, 1.98676, 0.34476)
C (1.49589, -0.83660, 1.02625)
O (2.25713, -1.68187, 1.48793)
O (1.01402, 0.07414, 1.87430)
H (-4.47000, -1.12029, -0.34098)
H (-3.50538, -2.44832, -0.65889)
H (-3.58721, -1.08739, -1.94599)
H (-2.45205, -0.91542, 1.15760)
H (-3.62860, 1.03596, -0.71241)
H (-2.61919, 1.32164, 0.70364)
H (-0.44755, 0.59860, -0.15412)
H (1.62177, -1.34224, -1.02220)
H (2.09305, 0.81744, -1.81724)
H (3.06217, 0.72130, -0.31991)
H (3.10991, 3.04154, -1.01670)
H (1.53223, 3.80034, -0.57691)
H (0.57682, 0.78459, 1.20104)

Forces on atoms 1 to 6 (eV/Å):
-0.728 1.591 -0.661
1.416 2.052 0.200
1.630 -1.137 0.487
-1.104 3.977 1.132
1.698 -2.795 -0.700
-0.885 -1.532 -0.544

Its relative energy (zero: lowest compared OMol25 entry of this formula, charge and spin) is 246.4 kJ/mol. As for the SMILES: C[C@H](N)C(=O)N[C@@H](CC(N)=O)C(=O)O. Its net charge is 0. The electronic energy is -739.748683 Ha.

The molecule C7H13N3S in a non-equilibrium geometry. Source: OMol25; level of theory: ωB97M-V/def2-TZVPD.

Cartesian coordinates (Å):
H (1.74984, 3.45730, -0.07780)
N (1.20614, 2.60815, -0.07591)
C (1.57163, 1.43145, 0.09256)
S (3.25325, 0.80559, 0.13191)
N (2.59102, -0.78975, 0.24309)
C (3.41092, -1.89832, -0.28525)
N (1.33314, -0.87169, 0.09770)
C (0.64749, 0.18422, 0.05280)
C (-0.83030, 0.28784, 0.08791)
C (-1.32312, 0.98942, -1.20695)
C (-1.34133, 1.05753, 1.26674)
C (-1.49868, -1.08047, 0.13310)
H (3.01598, -3.02118, -0.14049)
H (3.51052, -1.81737, -1.41392)
H (4.39350, -1.89065, 0.24917)
H (-2.49080, 0.86802, -1.18676)
H (-1.02117, 2.11791, -1.21533)
H (-0.84603, 0.35030, -2.09995)
H (-2.49610, 1.11000, 1.24557)
H (-0.92716, 2.16064, 1.34242)
H (-0.94653, 0.52195, 2.22538)
H (-1.24912, -1.61275, 1.07496)
H (-1.19549, -1.88240, -0.58484)
H (-2.56601, -0.79397, 0.13099)

Forces on atoms 1 to 6 (eV/Å):
0.733 -0.546 -0.005
-1.664 0.911 0.338
0.129 -0.812 -0.833
-0.570 -0.106 0.137
3.224 -1.450 0.198
0.249 -1.907 -0.543

Its relative energy (zero: lowest compared OMol25 entry of this formula, charge and spin) is 321.1 kJ/mol. As for the SMILES: [H]/N=c1\sn(C)nc1C(C)(C)C. Its net charge is 0. The electronic energy is -836.877377 Ha.

The ion C7H13N4 with charge +1 in a non-equilibrium geometry. Source: OMol25; level of theory: ωB97M-V/def2-TZVPD.

Cartesian coordinates (Å):
C (1.50039, -0.35621, 0.14499)
C (1.14979, 0.97379, 0.16144)
C (2.90561, -0.49328, -0.01460)
C (-0.18394, 1.51001, 0.19629)
C (-1.25353, -0.74612, 0.72297)
C (-1.81512, -2.01842, 0.17517)
C (-2.61297, 1.07005, -0.35835)
N (3.27197, 0.75828, -0.15935)
N (2.29287, 1.61888, -0.01485)
N (3.66999, -1.61609, 0.05954)
N (-1.26207, 0.43639, -0.25180)
H (-0.63531, 1.92074, 1.19480)
H (-0.25503, 2.31030, -0.53970)
H (-1.15112, -0.62537, 1.75147)
H (-1.54112, -2.21824, -0.82860)
H (-2.95222, -2.04458, 0.12738)
H (-1.51847, -2.94096, 0.69011)
H (-2.49665, 1.93548, -1.04720)
H (-3.33886, 0.43567, -0.74737)
H (-2.91222, 1.51224, 0.56655)
H (2.45548, 2.58391, -0.45967)
H (3.18999, -2.42769, 0.21088)
H (4.56475, -1.63396, -0.26999)
H (-1.07220, 0.05514, -1.31011)

Forces on atoms 1 to 6 (eV/Å):
-1.183 -0.634 0.514
-0.287 -2.418 0.236
-1.853 0.886 0.574
-3.172 0.863 0.572
0.277 -0.825 -3.555
-1.406 -0.110 0.501

Its relative energy (zero: lowest compared OMol25 entry of this formula, charge and spin) is 671.9 kJ/mol. Its net charge is +1. The electronic energy is -493.092461 Ha.

The ion C7H13N4O with charge +1 in a non-equilibrium geometry. Source: OMol25; level of theory: ωB97M-V/def2-TZVPD.

Cartesian coordinates (Å):
C (1.77180, 0.35455, 2.15642)
N (1.30497, 0.48024, 1.02468)
C (-0.32292, 0.29785, 0.40982)
C (-0.44305, 1.50008, -0.59923)
N (0.64212, 1.26419, -1.54417)
C (0.45598, 0.07668, -2.29840)
C (0.65864, -1.12333, -1.30866)
N (-0.26937, -0.87011, -0.25839)
C (-1.10202, -1.83987, 0.28760)
O (-1.32590, -2.93279, -0.17387)
N (-1.66368, -1.21459, 1.48488)
C (-1.38615, 0.20685, 1.37711)
H (2.85396, 0.69366, 2.34709)
H (1.17940, 0.17872, 2.99006)
H (1.84425, 0.60357, 0.14532)
H (-1.56750, 1.57673, -0.94882)
H (-0.22852, 2.34334, 0.10879)
H (0.70819, 2.13873, -2.10435)
H (1.28192, -0.06399, -3.09217)
H (-0.54930, 0.07032, -2.69356)
H (0.40489, -2.11665, -1.64883)
H (1.83309, -1.26577, -1.08167)
H (-2.46898, -1.47953, 1.92538)
H (-1.21742, 0.48327, 2.46743)
H (-2.39440, 0.63785, 1.02757)

Forces on atoms 1 to 6 (eV/Å):
3.591 1.903 0.860
-2.605 -0.175 -3.005
1.685 2.439 -1.681
-0.100 -0.415 2.391
-0.165 3.258 0.329
1.929 -2.393 -1.171

Its relative energy (zero: lowest compared OMol25 entry of this formula, charge and spin) is 127.4 kJ/mol. As for the SMILES: C=[NH+][C@@]12CNCCN1C(=O)NC2. Its net charge is +1. The electronic energy is -568.487119 Ha.